Molecular formula: C51H57N4O
Method: DFT, the ωB97M-V functional and the def2-TZVPD basis

Positions of all 113 atoms, in Å:
C (-1.29078, 6.87123, -4.05271)
C (-0.32421, 6.19829, -5.03879)
C (-0.06487, 4.77861, -4.51828)
N (-0.79320, 4.67990, -3.27004)
C (-0.81670, 3.53438, -2.53846)
C (0.08777, 2.47987, -2.83606)
C (0.05984, 1.30748, -2.11005)
C (-0.94859, 1.08739, -1.14452)
C (-1.14453, -0.19273, -0.51705)
C (-2.30075, -0.94792, -0.89140)
C (-3.03927, -0.60709, -2.07336)
C (-4.14858, -1.31060, -2.47338)
C (-4.64539, -2.36417, -1.66932)
N (-5.83572, -2.93810, -1.97445)
C (-6.45476, -3.94300, -1.14198)
C (-7.80546, -4.25805, -1.80383)
C (-7.95030, -3.30501, -3.00513)
C (-6.62639, -2.53677, -3.12514)
C (-3.88949, -2.76952, -0.53440)
C (-2.75071, -2.08685, -0.15983)
C (-1.88155, 2.13235, -0.88038)
C (-1.76239, 3.35729, -1.49421)
C (-1.59253, 5.84501, -2.94876)
H (-0.83723, 7.76264, -3.61283)
H (-2.22008, 7.15828, -4.54953)
H (-0.74912, 6.14438, -6.04323)
H (0.62136, 6.74056, -5.09230)
H (-0.41095, 4.01878, -5.24320)
H (1.00947, 4.59479, -4.35692)
H (0.82071, 2.59228, -3.63843)
H (0.77522, 0.50458, -2.31366)
H (-0.29292, -0.78240, -0.15434)
H (-2.72617, 0.23552, -2.68630)
H (-4.66837, -1.04042, -3.39431)
H (-5.81986, -4.84036, -1.06855)
H (-6.59747, -3.57111, -0.11408)
H (-7.81359, -5.30144, -2.13150)
H (-8.61120, -4.10982, -1.07979)
H (-8.14752, -3.85180, -3.92975)
H (-8.76744, -2.59737, -2.83751)
H (-6.79657, -1.44733, -3.13875)
H (-6.11059, -2.78989, -4.06910)
H (-4.24352, -3.62651, 0.03861)
H (-2.20011, -2.38719, 0.73023)
H (-2.67087, 1.94923, -0.14973)
H (-2.43155, 4.17375, -1.22522)
H (-1.33039, 6.23975, -1.95309)
H (-2.66821, 5.60245, -2.91547)
C (1.34081, 0.40155, 7.71700)
C (1.85057, 0.01726, 6.35917)
C (2.20706, 0.99414, 5.42680)
C (2.71425, 0.65063, 4.16559)
C (3.31160, 1.71052, 3.29457)
C (2.71535, -0.70445, 3.79708)
N (3.19960, -1.10987, 2.51495)
C (2.70362, -0.83353, 1.27457)
C (1.74104, 0.21188, 0.91680)
C (0.36136, 0.24893, 1.46588)
C (-0.12879, 1.62076, 1.70854)
C (-0.05594, -0.80353, 2.38265)
C (0.21814, -2.16628, 2.14424)
C (-0.29738, -3.15097, 2.99232)
C (-1.08228, -2.79404, 4.09230)
C (-1.30599, -1.44478, 4.37791)
C (-0.85264, -0.46406, 3.50607)
O (2.12206, 1.14358, 0.15930)
N (3.65789, -1.21614, 0.37499)
C (3.75667, -0.82297, -0.99411)
C (2.77145, -1.23200, -1.89877)
C (1.69423, -2.16676, -1.45938)
C (2.82524, -0.74007, -3.20819)
C (3.84313, 0.13071, -3.60703)
C (3.83005, 0.71443, -4.98698)
C (4.84918, 0.46071, -2.69805)
C (4.82446, -0.00751, -1.37979)
C (5.88696, 0.42151, -0.41821)
C (4.63453, -1.93883, 1.05158)
C (4.37193, -1.85823, 2.35782)
C (2.47264, -1.70460, 4.74960)
C (2.65574, -3.15959, 4.45678)
C (2.01808, -1.32432, 6.01786)
H (1.00329, -0.48763, 8.25930)
H (2.11957, 0.88976, 8.31944)
H (0.49980, 1.10160, 7.63881)
H (2.13895, 2.05194, 5.69239)
H (4.30796, 1.42747, 2.92383)
H (2.68800, 1.97185, 2.43089)
H (3.43703, 2.62308, 3.89223)
H (-1.22393, 1.63347, 1.72622)
H (0.23567, 1.99704, 2.68303)
H (0.24372, 2.29685, 0.93165)
H (0.82770, -2.45116, 1.28427)
H (-0.07242, -4.20154, 2.78837)
H (-1.51568, -3.56959, 4.72679)
H (-1.85697, -1.13889, 5.27081)
H (-1.05560, 0.58941, 3.72110)
H (1.00198, -2.37974, -2.28264)
H (2.08389, -3.11533, -1.06489)
H (1.11037, -1.70282, -0.66118)
H (2.05138, -1.03316, -3.92185)
H (4.81970, 1.09800, -5.25416)
H (3.52958, -0.03861, -5.72407)
H (3.11593, 1.54794, -5.05857)
H (5.66653, 1.11611, -3.00245)
H (6.60383, 1.04781, -0.96199)
H (5.48724, 1.02976, 0.40708)
H (6.44359, -0.42376, 0.00753)
H (5.46031, -2.38147, 0.52544)
H (4.92497, -2.20735, 3.21161)
H (2.20459, -3.73658, 5.27482)
H (2.15731, -3.47520, 3.53243)
H (3.71606, -3.44358, 4.40701)
H (1.79655, -2.10311, 6.75319)

Values from the calculation:
orbital gap = 4.9 eV
charge = +1
2S+1 = 1
relative energy (zero: lowest compared OMol25 entry of this formula, charge and spin) = 0.383 eV
E_HOMO = -8.42 eV

Molecular formula: C51H59N5O29
Method: DFT, the ωB97M-V functional and the def2-TZVPD basis

Positions of all 144 atoms, in Å:
C (-1.32258, -5.99754, 7.86913)
O (-2.12037, -6.68902, 8.53627)
N (-1.37953, -5.83386, 6.54529)
C (-0.27212, -5.24692, 5.85445)
C (-2.61061, -6.33263, 5.88565)
H (-0.50346, -5.36870, 8.25098)
H (0.40425, -6.09091, 5.71915)
H (-0.00981, -4.38473, 6.46758)
H (-0.52387, -4.81721, 4.88488)
H (-2.27851, -7.02829, 5.11503)
H (-3.36758, -6.81015, 6.50780)
H (-3.09563, -5.56080, 5.28804)
C (1.00078, 7.21105, -1.62216)
O (0.19748, 7.56274, -2.47811)
N (0.68590, 7.16348, -0.32489)
C (1.58204, 6.50759, 0.62685)
C (-0.58281, 7.56253, 0.21746)
H (2.05076, 7.01100, -1.88622)
H (1.54124, 5.42225, 0.53481)
H (1.34093, 6.69955, 1.67237)
H (2.64208, 6.76116, 0.61620)
H (-1.19422, 6.68105, 0.41052)
H (-0.50937, 8.11189, 1.15602)
H (-1.10857, 8.17225, -0.51733)
C (6.16199, 3.96851, -3.14997)
O (5.46929, 2.98378, -3.23772)
N (7.31003, 4.02354, -3.82421)
C (7.85499, 2.99853, -4.67707)
C (8.32470, 5.13055, -3.65939)
H (6.13232, 4.74447, -2.36945)
H (8.67122, 2.51008, -4.14482)
H (8.30779, 3.41262, -5.57796)
H (7.23712, 2.17223, -5.02859)
H (8.07521, 5.82599, -2.85800)
H (9.33854, 4.80219, -3.43045)
H (8.33899, 5.62029, -4.63306)
C (-1.77305, -6.25214, -0.56146)
O (-2.20188, -6.02437, 0.58669)
N (-0.52308, -6.75441, -0.91616)
C (-0.42597, -7.46736, -2.18063)
C (0.46694, -7.12899, 0.11824)
H (-2.38420, -6.03633, -1.45147)
H (0.34412, -6.96322, -2.76450)
H (-1.38939, -7.46687, -2.69044)
H (-0.23137, -8.53431, -2.07181)
H (0.23268, -8.17095, 0.33628)
H (1.44757, -7.00338, -0.34077)
H (0.35761, -6.41132, 0.93131)
C (-7.65724, 3.21735, -1.63793)
O (-8.29900, 2.91018, -2.69095)
N (-7.08405, 4.41703, -1.38751)
C (-6.36138, 4.64309, -0.10938)
C (-7.07210, 5.63528, -2.29357)
H (-7.46221, 2.61026, -0.74036)
H (-5.33555, 4.28668, -0.20288)
H (-6.71492, 3.98045, 0.68056)
H (-6.36098, 5.60316, 0.40674)
H (-8.04616, 6.07966, -2.49809)
H (-6.23820, 6.23716, -1.93240)
H (-6.82712, 5.49019, -3.34573)
C (-8.29667, -2.76612, -0.87866)
C (-9.29916, -2.06931, -0.30466)
C (-9.45156, -1.85527, 1.16872)
O (-10.32792, -1.22736, 1.66231)
C (-8.37821, -2.47027, 1.86780)
C (-7.38270, -3.21057, 1.31634)
C (-7.26597, -3.48497, -0.15572)
O (-6.45692, -4.13304, -0.82660)
O (-6.28831, -3.47998, 2.03661)
O (-10.21478, -1.37757, -1.08676)
H (-8.22348, -2.74815, -1.95603)
H (-8.40332, -2.32968, 2.93832)
H (-5.72694, -4.13200, 1.61075)
H (-9.79998, -0.84615, -1.77023)
C (0.46236, -0.34973, 0.84138)
C (-0.88975, -0.46421, 1.03058)
C (-1.87548, 0.34270, 0.26714)
O (-3.09295, 0.15256, 0.30332)
C (-1.18085, 1.36927, -0.65112)
C (0.15051, 1.51901, -0.66884)
C (1.12884, 0.45432, -0.11162)
O (2.31935, 0.39063, -0.48635)
O (0.79603, 2.46525, -1.46685)
O (-1.43329, -1.32733, 1.92484)
H (0.91695, -0.84604, 1.68602)
H (-1.80592, 2.00208, -1.26370)
H (1.67930, 2.16323, -1.69095)
H (-2.22919, -1.73126, 1.57131)
C (8.61264, -1.73830, -3.31018)
C (7.30206, -1.61695, -3.24582)
C (6.32765, -2.09991, -4.28298)
O (5.14569, -1.94939, -4.20553)
C (7.02284, -2.65282, -5.46108)
C (8.41793, -2.81573, -5.53056)
C (9.31839, -2.35342, -4.43500)
O (10.55436, -2.26330, -4.57783)
O (8.99672, -3.58656, -6.46827)
O (6.76650, -0.87805, -2.25782)
H (9.23509, -1.35035, -2.51743)
H (6.36650, -3.03206, -6.23036)
H (9.94824, -3.67881, -6.38057)
H (5.91553, -0.53471, -2.53989)
C (-3.16104, -0.06778, 7.14322)
C (-1.91325, 0.47544, 6.89558)
C (-1.58393, 1.26287, 5.65277)
O (-0.50105, 1.42272, 5.25612)
C (-2.77402, 1.54595, 4.81347)
C (-4.02529, 1.11101, 5.11565)
C (-4.28937, 0.21968, 6.32529)
O (-5.42965, -0.10096, 6.76858)
O (-5.10315, 1.48868, 4.36999)
O (-0.99364, 0.35688, 7.77800)
H (-3.22199, -0.60716, 8.07690)
H (-2.52398, 2.11222, 3.92848)
H (-5.93393, 1.25112, 4.78829)
H (-0.16993, 0.57280, 7.33472)
C (-4.22521, 2.79980, -4.92571)
C (-3.58057, 3.98948, -5.04827)
C (-3.31584, 4.61102, -6.39408)
O (-2.63439, 5.66111, -6.56410)
C (-3.94271, 3.80698, -7.45581)
C (-4.70727, 2.68125, -7.27867)
C (-4.88858, 2.04284, -5.90418)
O (-5.62556, 1.12004, -5.68164)
O (-5.18452, 1.94586, -8.32324)
O (-3.02498, 4.68814, -3.96233)
H (-4.36321, 2.49527, -3.89875)
H (-3.76806, 4.18923, -8.45069)
H (-5.34786, 1.10001, -7.89961)
H (-2.20100, 5.03466, -4.31246)
C (8.52638, -0.91919, 4.47104)
C (9.35367, -1.90511, 4.80341)
C (9.24993, -3.26954, 4.33877)
O (10.01161, -4.19456, 4.47716)
C (8.07666, -3.45425, 3.48938)
C (7.30225, -2.46206, 3.04971)
C (7.40821, -1.04699, 3.49656)
O (6.69901, -0.10317, 3.19042)
O (6.26501, -2.70763, 2.14103)
O (10.51258, -1.64546, 5.49574)
H (8.68053, 0.07766, 4.85695)
H (7.80471, -4.45062, 3.17364)
H (5.98321, -1.92581, 1.66045)
H (10.95039, -2.45734, 5.76176)

Values from the calculation:
SMILES = O=C1C=C(O)C(=O)C=C1O.O=C1C=C(O)C(=O)C=C1O.O=C1C=C(O)C(=O)C=C1O.O=C1C=C(O)C(=O)C=C1O.O=C1C=C(O)C(=O)C=C1O.O=C1C=C(O)C(=O)C=C1O.CN(C)C=O.CN(C)C=O.CN(C)C=O.CN(C)C=O.CN(C)C=O
orbital gap = 7.2 eV
charge = 0
2S+1 = 1
E_HOMO = -9.18 eV

Molecular formula: C51H59N6O5STa
Method: DFT, the ωB97M-V functional and the def2-TZVPD basis

Positions of all 123 atoms, in Å:
Ta (-0.21127, -0.26244, 0.08682)
C (-6.81673, 0.12085, 2.55995)
C (-5.48424, 0.33890, 1.89872)
C (-5.39924, 0.79093, 0.58177)
C (-4.16882, 1.02285, -0.03752)
C (-3.98958, 1.65558, -1.32853)
N (-4.58875, 1.46185, -2.45303)
C (-5.56225, 0.44082, -2.90227)
C (-4.91728, -0.75480, -3.63691)
C (-3.74418, -0.50243, -4.58878)
N (-2.53068, -0.02900, -3.87191)
C (-1.70590, 0.82079, -4.37184)
C (-0.71370, 1.63867, -3.70367)
C (-0.43185, 2.82030, -4.42332)
C (0.20196, 3.91928, -3.86977)
C (0.50612, 5.15633, -4.66345)
C (0.50513, 3.82617, -2.51629)
C (0.29802, 2.66102, -1.77562)
C (0.71056, 2.71641, -0.38296)
N (0.62557, 1.83185, 0.54106)
C (1.30826, 2.24723, 1.80101)
C (0.72365, 1.79247, 3.12166)
C (0.47757, 0.29834, 3.15304)
N (-0.62780, 0.03416, 2.21533)
C (-1.81673, 0.13877, 2.71150)
C (-3.04527, 0.28805, 1.97275)
C (-4.29361, 0.11806, 2.58327)
C (-2.98229, 0.74918, 0.65912)
O (-1.81194, 0.91231, 0.05034)
C (-0.23276, 1.52021, -2.38454)
O (-0.20556, 0.35050, -1.72496)
H (-7.15663, -0.90599, 2.41228)
H (-6.75730, 0.29619, 3.63251)
H (-7.57640, 0.78424, 2.15039)
H (-6.31772, 1.03235, 0.05825)
H (-3.21490, 2.41830, -1.36976)
H (-4.32574, 2.11060, -3.18731)
H (-6.11859, 0.07578, -2.04458)
H (-6.25684, 0.97166, -3.55207)
H (-4.62036, -1.49970, -2.90574)
H (-5.71032, -1.20411, -4.23649)
H (-3.50767, -1.43916, -5.09372)
H (-3.98356, 0.23570, -5.35550)
H (-2.43516, -0.37727, -2.90610)
H (-1.88819, 1.08467, -5.41130)
H (-0.75740, 2.87884, -5.45650)
H (0.28390, 5.01876, -5.71929)
H (-0.07674, 6.00405, -4.30054)
H (1.55918, 5.42362, -4.57067)
H (0.94536, 4.68384, -2.01794)
H (1.14860, 3.67565, -0.10969)
H (2.31750, 1.85496, 1.72785)
H (1.38392, 3.33449, 1.80628)
H (1.44330, 2.06647, 3.89514)
H (-0.20611, 2.31718, 3.35272)
H (1.36490, -0.25564, 2.83497)
H (0.20804, -0.04311, 4.15299)
H (-1.90221, 0.17681, 3.79873)
H (-4.33439, -0.19967, 3.62021)
C (2.01029, -0.94321, -3.05598)
C (2.59130, 0.35585, -2.54597)
C (3.08648, 1.27274, -3.46573)
C (3.80332, 2.38296, -3.04858)
C (4.13133, 2.52320, -1.71004)
C (3.69394, 1.60677, -0.75310)
C (4.36318, 1.64305, 0.60152)
C (2.81486, 0.60357, -1.18151)
N (2.16341, -0.29284, -0.23703)
C (2.85354, -1.26448, 0.23081)
C (4.27869, -1.55392, -0.07639)
C (2.09999, -2.27393, 1.03975)
C (2.86109, -3.25205, 1.86108)
N (0.82053, -2.26972, 0.85776)
C (0.24737, -3.60242, 1.10250)
C (0.69163, -4.60076, 0.21347)
C (1.53375, -4.35429, -1.01756)
C (0.35006, -5.92173, 0.48399)
C (-0.41367, -6.25391, 1.58710)
C (-0.85266, -5.25509, 2.43855)
C (-0.52237, -3.92150, 2.22703)
C (-0.94593, -2.91666, 3.26020)
H (1.44654, -0.78712, -3.97604)
H (1.36428, -1.46171, -2.35140)
H (2.83312, -1.61677, -3.30928)
H (2.93896, 1.08913, -4.52386)
H (4.18044, 3.09362, -3.77270)
H (4.80096, 3.31808, -1.40276)
H (4.38769, 2.65092, 1.01576)
H (5.40386, 1.33855, 0.47022)
H (3.92929, 0.97318, 1.34275)
H (4.64159, -0.96495, -0.91374)
H (4.39946, -2.61655, -0.29409)
H (4.90379, -1.34283, 0.79652)
H (3.69337, -2.74620, 2.35433)
H (3.29448, -4.04457, 1.24463)
H (2.21747, -3.72832, 2.59632)
H (1.67688, -3.30532, -1.26163)
H (1.05475, -4.80870, -1.88539)
H (2.51190, -4.83153, -0.91944)
H (0.70406, -6.69854, -0.18398)
H (-0.65002, -7.28874, 1.79681)
H (-1.42986, -5.51418, 3.31734)
H (-1.19513, -3.42330, 4.19024)
H (-1.83233, -2.37496, 2.92417)
H (-0.15064, -2.20476, 3.47683)
C (-5.60062, -7.01610, 0.10486)
C (-4.72511, -5.82307, -0.12254)
C (-5.22120, -4.52535, 0.06300)
C (-4.43382, -3.41989, -0.18003)
C (-3.11482, -3.61556, -0.60208)
C (-2.59363, -4.88821, -0.79091)
C (-3.40716, -5.97953, -0.55402)
S (-2.15596, -2.21894, -0.90092)
O (-0.90699, -2.46023, -1.60378)
O (-3.00798, -1.21431, -1.51320)
O (-1.69793, -1.63062, 0.44889)
H (-6.43421, -6.78373, 0.76417)
H (-5.03733, -7.84687, 0.52736)
H (-6.01474, -7.35742, -0.84692)
H (-6.24323, -4.39293, 0.39448)
H (-4.82423, -2.41947, -0.04017)
H (-1.57974, -5.01653, -1.13860)
H (-3.01580, -6.97691, -0.71263)

Values from the calculation:
orbital gap = 6.1 eV
charge = +4
2S+1 = 1
E_HOMO = -17.75 eV